The following is a DFT calculation (wB97M-V/def2-TZVPD) of a molecular structure, C38H41N6O2SbW in a non-equilibrium geometry.

Computed properties:
HOMO-LUMO gap (spin up / spin down) (eV): 6.444 / 6.440
HOMO level (spin up / spin down) (eV): -13.5 / -13.5
LUMO (spin up / spin down) (eV): -7.055 / -7.064
Charge: +2
Spin multiplicity: 1

Last column: Mulliken charge in e.
Geometry (Å):
W: 0.27299 0.39882 0.28952  0.516
O: 4.85564 0.48696 -2.81240  -0.486
C: 3.84515 0.46259 -3.70024  1.041
C: 4.08143 0.49998 -5.07379  -0.919
C: 3.03002 0.46422 -5.96341  -0.511
C: 1.71094 0.38959 -5.51150  -1.162
C: 1.46908 0.35500 -4.16095  -0.187
C: 2.52205 0.39181 -3.22651  -0.050
C: 2.20880 0.34904 -1.81610  1.022
O: 0.87694 0.30499 -1.50143  -0.147
N: 3.05533 0.36996 -0.83801  -1.693
N: 2.34376 0.37758 0.34458  1.987
C: 3.01878 0.43851 1.46539  -1.164
C: 2.16750 0.45283 2.61842  1.227
C: 2.61679 0.49737 3.94034  -1.072
C: 1.68672 0.54154 4.95653  -0.478
C: 0.32395 0.54758 4.64139  -0.873
C: -0.07482 0.49615 3.32642  -0.106
N: 0.83452 0.43533 2.31442  0.192
H: 5.69532 0.54475 -3.28140  0.384
H: 5.10134 0.55611 -5.43124  0.344
H: 3.23782 0.49420 -7.02336  0.420
H: 0.89385 0.36250 -6.21488  0.455
H: 0.45108 0.30304 -3.80120  0.420
H: 4.09817 0.50255 1.48544  0.542
H: 3.67779 0.50179 4.14302  0.580
H: 2.00648 0.57938 5.98738  0.484
H: -0.42601 0.59883 5.41539  0.528
H: -1.11771 0.50249 3.03502  0.479
N: -6.96446 7.91123 0.05254  -0.435
C: -6.17582 7.08060 0.10184  -0.195
C: -5.18652 6.03937 0.16056  0.564
C: -5.16631 5.16570 1.24460  -0.904
C: -4.21779 4.16042 1.29388  -0.261
C: -3.27219 4.03920 0.27589  -0.178
C: -3.29435 4.92439 -0.80243  -0.264
C: -4.25657 5.91706 -0.86822  -0.914
C: -2.22980 2.98578 0.33592  1.534
C: -2.64593 1.63131 0.36321  -0.197
C: -3.96101 1.18540 0.25525  -0.351
C: -3.96018 -0.20883 0.38831  -2.072
C: -2.64706 -0.56801 0.54536  -0.244
N: -1.79199 0.51149 0.49705  0.776
C: -0.90214 3.38487 0.36363  -0.180
C: -0.40619 4.70790 0.46849  -0.555
C: 0.97265 4.64336 0.45193  -1.544
C: 1.29178 3.28751 0.37183  -0.266
N: 0.19011 2.50792 0.30759  0.530
H: -5.88854 5.27897 2.03980  0.481
H: -4.19550 3.48718 2.13883  0.551
H: -2.57512 4.81990 -1.60188  0.563
H: -4.29066 6.59500 -1.70849  0.481
H: -4.81675 1.81308 0.08734  0.733
H: -4.80932 -0.86696 0.36684  0.527
H: -2.24814 -1.55462 0.70922  0.464
H: -1.01170 5.59133 0.56370  0.664
H: 1.67181 5.45809 0.50183  0.501
H: 2.28132 2.85408 0.32746  0.547
C: 2.24362 -4.64332 -0.92663  -1.464
C: 2.31012 -3.18312 -0.47842  0.758
C: 3.44919 -3.00420 0.52370  -1.268
Sb: 0.42864 -2.45079 0.28015  -0.783
C: -1.03103 -3.32902 -1.03294  0.909
C: -0.71592 -2.90016 -2.46573  -1.523
C: -1.24056 -4.83278 -0.92066  -1.566
C: 0.22609 -3.29972 2.24791  0.456
C: 0.55328 -4.78477 2.35871  -1.370
C: -1.16209 -3.00988 2.81154  -1.268
H: 3.23187 -4.95011 -1.27324  0.519
H: 1.55037 -4.80338 -1.75318  0.310
H: 1.96677 -5.31811 -0.11940  0.263
H: 2.51007 -2.56514 -1.36318  0.181
H: 3.26191 -3.53543 1.46085  0.231
H: 3.65166 -1.96979 0.75623  0.183
H: 4.36616 -3.41922 0.10409  0.511
H: -1.97001 -2.84408 -0.75201  0.264
H: 0.20941 -3.34677 -2.83630  0.242
H: -0.62652 -1.81208 -2.56795  0.305
H: -1.51609 -3.22476 -3.13103  0.517
H: -0.34198 -5.40481 -1.15769  0.249
H: -2.01181 -5.13462 -1.63049  0.490
H: -1.58488 -5.13106 0.06687  0.346
H: 0.96629 -2.74130 2.83732  0.395
H: -0.10501 -5.39682 1.74836  0.211
H: 0.42347 -5.10684 3.39268  0.531
H: 1.57983 -5.01167 2.07911  0.270
H: -1.93721 -3.54309 2.25695  0.314
H: -1.41665 -1.94525 2.79923  0.199
H: -1.22626 -3.34610 3.84648  0.464

=====

The following is a DFT calculation (wB97M-V/def2-TZVPD) of a molecular structure, C38H42AsF6NO5P2S5SbSiTi in a non-equilibrium geometry.

Computed properties:
HOMO-LUMO gap (eV): 6.314
HOMO level (eV): -4.5
LUMO (eV): 1.786
Charge: -1
Spin multiplicity: 1

Last column: Mulliken charge in e.
Geometry (Å):
Ti: 0.73918 0.57395 -0.24063  -0.383
C: -2.36114 4.88055 -0.67537  -1.450
P: -1.59652 3.74618 -1.93269  0.988
C: -2.80826 4.03193 -3.29625  -1.456
C: -0.26746 4.89410 -2.55008  -1.263
C: 0.69995 5.51101 -1.52069  -1.267
P: 2.17317 4.54371 -0.88804  1.437
C: 2.87347 5.87556 0.18059  -1.527
C: 3.34402 4.71683 -2.29407  -1.335
H: -1.79778 4.85187 0.25710  0.260
H: -3.37838 4.53823 -0.47051  0.344
H: -2.40403 5.91096 -1.04398  0.455
H: -3.19527 5.05512 -3.31133  0.423
H: -3.63525 3.33013 -3.17243  0.329
H: -2.31800 3.79506 -4.24071  0.358
H: -0.78336 5.71396 -3.06279  0.635
H: 0.29079 4.33413 -3.30451  0.357
H: 0.16200 5.80014 -0.61570  0.448
H: 1.13880 6.41199 -1.95863  0.496
H: 2.95679 6.81608 -0.36854  0.499
H: 3.86087 5.55070 0.50569  0.415
H: 2.24731 6.01719 1.06050  0.312
H: 3.49039 5.77087 -2.53824  0.447
H: 2.97104 4.17383 -3.16038  0.327
H: 4.29493 4.27782 -1.98877  0.359
S: -0.80981 1.28845 -4.93874  -0.641
Sb: 0.52947 0.05338 -3.60544  0.193
S: 1.56309 1.69090 -2.16546  -0.360
S: -0.92116 -0.54363 -1.45517  -0.465
F: 0.56565 1.20708 3.52919  -0.171
C: -0.05399 2.26318 3.03118  0.494
F: -0.13258 3.18131 3.99661  -0.249
F: -1.31161 1.93392 2.69847  -0.267
S: 0.78086 3.01177 1.53274  0.471
O: 0.13858 2.28337 0.38340  -0.099
O: 0.33355 4.36360 1.69855  -0.652
N: 2.25088 2.64338 1.77953  -0.499
S: 3.22582 2.26281 0.46382  0.547
O: 4.44120 3.08343 0.47955  -0.758
O: 1.90248 -0.69726 -0.59591  0.411
C: 3.85578 0.80417 1.53422  0.568
F: 4.50251 1.17695 2.63328  -0.258
F: 2.79872 0.05862 1.92849  -0.210
F: 4.67059 -0.00286 0.83886  -0.289
O: -0.13075 -0.19870 1.22803  1.346
As: -1.63665 -0.93867 0.95298  1.460
C: -1.64474 -2.87803 0.80763  1.027
C: -2.78314 -3.55078 1.24619  -0.435
C: -2.82025 -4.93449 1.21431  -0.883
C: -1.71956 -5.64982 0.75244  -0.751
C: -0.58590 -4.97779 0.32382  -0.404
C: -0.55289 -3.59108 0.35059  -1.058
C: -2.21064 -0.97059 2.85330  0.484
C: -1.22066 -1.32726 3.76992  -0.385
C: -1.47075 -1.31364 5.13204  -0.796
C: -2.73110 -0.95957 5.59712  -0.545
C: -3.73397 -0.64168 4.69440  -0.789
C: -3.47465 -0.64437 3.32884  -0.502
C: -3.31999 -0.28629 0.20092  0.461
C: -3.81902 0.96199 0.54361  -0.278
C: -5.00471 1.40620 -0.02683  -0.888
C: -5.69204 0.60264 -0.92256  -0.658
C: -5.18577 -0.64751 -1.26313  -0.839
C: -3.99498 -1.08803 -0.71245  -0.728
H: -3.62947 -2.97902 1.60605  0.472
H: -3.70137 -5.45728 1.56588  0.435
H: -1.75089 -6.73199 0.72953  0.389
H: 0.27944 -5.52559 -0.03029  0.611
H: 0.32283 -3.05908 0.01516  -0.024
H: -0.23660 -1.58867 3.39849  0.205
H: -0.68579 -1.57101 5.83243  0.441
H: -2.93214 -0.93922 6.66139  0.377
H: -4.72262 -0.38321 5.05335  0.414
H: -4.26558 -0.39139 2.63506  0.422
H: -3.28108 1.57458 1.25656  0.544
H: -5.38756 2.38798 0.22550  0.405
H: -6.61069 0.95693 -1.37319  0.384
H: -5.70932 -1.27291 -1.97574  0.419
H: -3.56536 -2.03614 -1.01091  0.442
C: 1.46589 -4.69369 -4.68985  -0.552
C: 2.79089 -4.33254 -4.49908  -0.602
C: 3.13889 -3.50590 -3.43806  -0.718
C: 2.18115 -3.01457 -2.54783  0.448
C: 0.85118 -3.38844 -2.76083  0.669
C: 0.49777 -4.21903 -3.81449  -1.025
Si: 2.82308 -1.92385 -1.14226  0.486
C: 3.14693 -3.11359 0.28603  0.750
C: 2.49943 -2.98085 1.51625  0.571
C: 2.77838 -3.83922 2.57181  -0.846
C: 3.72296 -4.84486 2.41681  -0.653
C: 4.37472 -4.99656 1.19946  -0.672
C: 4.08409 -4.14082 0.14596  -0.674
H: 1.19015 -5.33299 -5.51949  0.373
H: 3.55569 -4.68095 -5.18268  0.399
H: 4.18106 -3.22631 -3.30789  0.332
H: 0.06898 -3.01304 -2.11977  0.305
H: -0.54500 -4.48117 -3.95453  0.426
H: 4.09014 -1.33769 -1.63170  -0.377
H: 1.77050 -2.19030 1.64780  0.061
H: 2.26355 -3.71855 3.51789  0.467
H: 3.94821 -5.50953 3.24229  0.370
H: 5.10712 -5.78514 1.07130  0.396
H: 4.59527 -4.27140 -0.80431  0.316